Entry 1:
C18H26BeCl2N4O6 as an isolated structure, computed with ωB97M-V with the def2-TZVPD basis set.

## Properties
total charge: 0
orbital gap: 8.45 eV

Element x y z (Å)
Be -0.31 0.51 0.26
N -0.51 -0.79 -1.16
C -1.97 -0.98 -1.12
C -2.60 -1.61 -2.35
C -2.36 -3.12 -2.49
C -3.43 -4.03 -1.84
N -3.95 -3.63 -0.53
C -3.22 -3.54 0.59
N -2.01 -4.09 0.68
N -3.69 -2.86 1.64
C -2.59 0.37 -0.71
O -3.77 0.58 -0.93
O -1.76 1.11 -0.06
H -0.23 -0.26 -1.98
H 0.01 -1.66 -1.17
H -2.15 -1.58 -0.23
H -2.19 -1.10 -3.22
H -3.67 -1.39 -2.33
H -1.36 -3.38 -2.13
H -2.37 -3.39 -3.55
H -3.08 -5.06 -1.79
H -4.30 -4.03 -2.49
H -4.82 -3.14 -0.52
H -1.61 -4.55 -0.11
H -1.40 -3.68 1.41
H -4.48 -2.24 1.52
H -3.01 -2.62 2.36
C 0.69 0.89 7.94
C 0.37 0.41 6.54
C 1.37 0.22 5.61
C 1.10 -0.23 4.32
C 2.24 -0.38 3.34
C -0.22 -0.52 3.98
C -1.25 -0.35 4.91
C -2.70 -0.62 4.55
C -0.94 0.13 6.17
C -0.55 -1.01 2.60
O -1.14 -2.10 2.46
O -0.22 -0.27 1.62
H 1.60 1.48 7.95
H 0.83 0.04 8.61
H -0.13 1.49 8.34
H 2.40 0.44 5.88
H 3.18 -0.50 3.87
H 2.32 0.50 2.71
H 2.10 -1.25 2.69
H -2.96 -0.15 3.60
H -3.35 -0.21 5.32
H -2.88 -1.69 4.48
H -1.74 0.29 6.88
Cl 2.57 0.61 -2.55
C 3.21 1.18 -0.99
Cl 4.09 -0.14 -0.17
C 2.14 1.72 0.00
O 2.56 2.50 0.83
O 0.95 1.30 -0.18
H 3.93 1.95 -1.21

Entry 2:
C3H6AsF6N4O4PtS2 as an isolated structure, computed with ωB97M-V with the def2-TZVPD basis set.

## Properties
2S+1: 4
total charge: 0
orbital gap (spin up / spin down): 9.76 / 6.63 eV
⟨S²⟩: 3.76

Element x y z (Å)
Pt -0.49 2.11 0.24
C -0.47 -3.10 -0.45
C -0.56 -2.23 0.74
N -0.36 -2.59 1.97
N -0.50 -1.44 2.70
C -0.78 -0.39 1.96
S -1.02 1.25 2.37
N -0.87 -0.88 0.71
N -1.04 -0.03 -0.38
H -0.25 -4.11 -0.13
H 0.34 -2.75 -1.10
H -1.40 -3.09 -1.02
H -0.34 -1.46 3.70
H -1.99 -0.10 -0.75
H -0.33 -0.26 -1.10
F 1.49 0.62 0.45
As 2.64 -0.05 -0.77
F 2.51 1.46 -1.59
F 1.21 -0.59 -1.70
F 3.66 -0.74 -1.95
F 2.51 -1.53 0.11
F 3.94 0.49 0.20
O -1.53 2.66 -1.66
S -1.63 3.98 -0.89
O -2.21 5.05 -1.60
O -0.20 4.17 -0.43
O -2.34 3.53 0.37

Entry 3:
A 2-piece molecular cluster, C8H10Cl3N3O overall, computed with ωB97M-V with the def2-TZVPD basis set.

## Properties
total charge: 0
orbital gap: 10.12 eV
structure (SMILES): [H]/N=C\C(Cl)(Cl)Cl.Cc1cc(C)n(C=O)n1

Element x y z (Å)
H 2.32 -1.39 -3.35
N 1.69 -0.65 -3.08
C 1.84 -0.08 -1.98
C 2.99 -0.34 -1.09
Cl 2.98 0.77 0.22
Cl 4.46 -0.06 -2.03
Cl 3.01 -2.12 -0.57
H 1.22 0.79 -1.77
C -0.45 -2.54 0.26
C -0.81 -1.15 0.51
C -1.45 -0.56 1.64
C -1.59 0.74 1.38
C -2.30 1.82 2.13
N -0.95 0.95 0.12
C -0.80 2.14 -0.51
O -0.18 2.26 -1.52
N -0.49 -0.26 -0.34
H -1.47 -3.09 0.09
H 0.24 -2.61 -0.66
H 0.05 -3.03 1.22
H -1.73 -1.14 2.59
H -3.06 2.22 1.42
H -2.54 1.54 3.13
H -1.62 2.71 2.28
H -1.36 3.07 -0.11

| no. | molar mass (g/mol) | electronic energy (a.u.) |
| --- | --- | --- |
| 1 | 474.35 | -2307.3941 |
| 2 | 610.23 | -4388.5570 |
| 3 | 270.55 | -1930.8534 |